No. 1
9
Properties=species:S:1:pos:R:3:forces:R:3:mulliken_charge:R:1 method="wB97M-V/def2-TZVPD" relative_energy_ev=2.380 total_charge=+1 gap_ev="7.895 / 7.886"
S -2.3638 0.7143 -0.5945 4.143 0.306 0.027 0.49
O -2.7602 0.5703 0.7737 -0.997 -0.167 0.659 -0.33
N 0.6209 0.8009 -0.2093 -2.768 1.735 1.003 -0.09
N -0.0248 -2.3158 -0.1144 0.059 -0.080 -0.414 -0.34
N 0.6289 -1.4128 -0.1106 -1.277 -2.180 0.274 0.45
C -0.6479 0.7894 -0.5302 -0.773 0.714 -0.477 0.07
C 1.3260 -0.3442 0.0028 -0.752 0.129 -1.227 -0.01
H 2.1759 -0.4622 0.5292 2.960 0.402 1.357 0.41
H 1.0450 1.6602 0.2533 -0.595 -0.859 -1.202 0.35

No. 2
9
Properties=species:S:1:pos:R:3:forces:R:3:mulliken_charge:R:1 method="wB97M-V/def2-TZVPD" relative_energy_ev=0.391 total_charge=+1 gap_ev=9.355
S 4.6572 -0.9037 -0.3467 -0.713 0.093 0.330 -0.13
S 1.5571 1.8016 0.4490 -0.948 0.556 2.109 0.42
N 2.1438 -0.0190 0.5007 1.393 -2.079 -0.839 -0.40
N 2.1504 2.6536 -0.4916 1.244 1.353 -1.718 -0.06
N -0.3686 0.3453 -0.3373 -1.497 -0.093 -0.994 -0.37
C -1.3932 0.5422 -0.8223 -0.041 -0.174 0.860 -0.04
C 3.2594 -0.5046 0.1135 -0.683 0.800 0.124 0.70
H 1.2374 -0.4180 0.1822 0.556 -0.401 0.309 0.53
H -2.4378 0.7043 -1.0903 0.690 -0.054 -0.180 0.37

No. 3
8
Properties=species:S:1:pos:R:3:forces:R:3:mulliken_charge:R:1 method="wB97M-V/def2-TZVPD" relative_energy_ev=6.018 gap_ev=10.348
N 1.2436 1.0333 -1.1005 1.555 -0.307 -1.399 -0.23
N 0.1451 -0.0768 1.9070 1.698 1.714 2.526 -0.22
N 0.9955 0.0945 -1.8973 -0.055 1.435 1.392 -0.23
N -1.0497 -0.0816 1.7136 -1.165 0.155 0.147 -0.23
C 0.0023 0.4697 -0.9080 -3.413 -3.132 2.977 0.17
C -0.1978 -0.6800 0.7206 -0.408 1.781 -5.136 0.07
H -0.1478 -1.7407 0.7452 0.112 -0.846 -0.999 0.35
H -0.9912 0.9817 -1.1806 1.677 -0.801 0.491 0.31

No. 4
10
Properties=species:S:1:pos:R:3:forces:R:3:mulliken_charge:R:1 method="wB97M-V/def2-TZVPD" relative_energy_ev=9.100 gap_ev=6.784
O -0.1215 1.5982 -0.6023 -1.823 -0.174 0.512 -0.12
O 2.1854 -0.8062 -0.9682 0.729 -1.746 3.712 -0.40
N -1.2881 1.6466 0.1794 -1.297 0.624 1.027 -0.01
N 0.0432 -0.5917 0.3595 -1.091 -1.288 -0.016 -0.41
N -1.7277 0.6480 0.7690 -2.852 3.833 -0.746 -0.20
N 1.3422 0.1409 -1.4602 -0.944 0.261 3.067 -0.27
C -1.1894 -0.5587 0.7811 4.777 -1.040 -1.259 0.05
C 0.4013 0.3782 -0.5821 2.687 -1.485 -1.365 0.55
H -1.7031 -1.4328 1.1369 -0.108 0.051 0.522 0.42
H 2.0577 -1.0226 0.3867 -0.078 0.963 -5.455 0.39

No. 5
10
Properties=species:S:1:pos:R:3:forces:R:3:mulliken_charge:R:1 method="wB97M-V/def2-TZVPD" relative_energy_ev=3.112 smiles="O=C(O)n1cnnn1" gap_ev=10.753
O -0.8664 2.0796 0.5226 1.248 -1.894 0.183 -0.43
O 0.8346 0.9344 1.5658 -1.244 -0.558 -1.465 -0.41
N 0.0916 -1.7992 -1.5242 0.929 -1.429 3.813 -0.28
N -0.7417 -0.9441 -2.0629 -0.165 -1.127 -2.118 -0.23
N -1.0170 0.0106 -1.3657 -0.113 3.024 2.607 -0.12
N -0.2716 -0.1545 -0.1300 -2.555 2.345 -1.216 0.29
C -0.1781 1.1054 0.6736 -0.183 -1.155 -0.371 0.50
C 0.2707 -1.3534 -0.2294 3.137 -0.236 -1.053 0.01
H 0.8234 1.7704 2.0030 0.445 1.190 1.102 0.35
H 1.0545 -1.6492 0.5471 -1.498 -0.160 -1.481 0.33

No. 6
10
Properties=species:S:1:pos:R:3:forces:R:3:mulliken_charge:R:1 method="wB97M-V/def2-TZVPD" relative_energy_ev=1.898 smiles="N=C=NC(=O)O.N#N" gap_ev=10.796
O 0.3451 1.3904 0.5371 -1.247 -1.706 1.215 -0.55
O -1.4244 0.9965 1.8767 -0.438 0.823 0.937 -0.43
N 0.9371 -2.2660 -0.2216 -0.023 -0.991 -2.300 -0.49
N 1.0756 1.5265 -2.4218 -6.050 -13.423 0.807 -0.05
N -0.7544 -0.6920 0.6147 1.588 -2.166 -0.626 -0.45
N 0.5651 0.3936 -2.3491 6.070 13.412 -0.927 0.05
C -0.4911 0.6189 1.0182 1.259 1.900 -2.081 0.61
C 0.0905 -1.4820 0.1075 -1.665 3.066 1.753 0.64
H 0.9961 -2.4431 -1.2666 0.224 0.230 1.718 0.31
H -1.3397 1.9572 2.1049 0.284 -1.145 -0.496 0.37

No. 7
10
Properties=species:S:1:pos:R:3:forces:R:3:mulliken_charge:R:1 method="wB97M-V/def2-TZVPD" relative_energy_ev=6.677 smiles="[H]/N=c1/nnnc(O)o1" gap_ev=8.982
O 0.2652 0.5057 1.1305 -2.014 -1.286 -5.926 -0.24
O 1.0014 2.1195 -0.5883 -0.370 -3.767 -1.078 -0.46
N 0.8214 -1.2073 -1.0798 -2.556 -6.163 4.083 -0.24
N -1.8815 -1.1205 1.1695 5.878 2.484 -1.523 -0.50
N 0.1214 -1.7102 -0.0538 1.274 2.746 -1.558 -0.13
N 0.7843 0.0205 -1.3223 -0.936 4.295 0.787 -0.10
C 0.5135 0.8436 -0.3226 2.478 2.027 2.622 0.43
C -0.6237 -0.7218 0.7908 -3.707 -2.324 0.873 0.50
H 1.4655 1.7642 -1.4694 -1.027 1.916 1.951 0.48
H -2.4675 -0.4937 1.7453 0.979 0.072 -0.231 0.26

No. 8
10
Properties=species:S:1:pos:R:3:forces:R:3:mulliken_charge:R:1 method="wB97M-V/def2-TZVPD" relative_energy_ev=4.568 smiles="O=C(O)n1ncnn1" gap_ev=10.974
O -2.3372 -1.1196 -0.2972 2.139 0.864 -0.294 -0.51
O -2.0798 0.9548 0.0559 -1.267 12.169 2.798 -0.46
N 0.6471 -1.1587 0.1323 1.371 -0.625 1.646 -0.59
N 1.7717 0.6983 -0.2932 3.316 -1.985 0.543 -0.44
N 0.6042 0.9831 -0.1992 -5.048 2.835 0.853 -0.15
N -0.1906 -0.1007 0.2337 3.972 -1.701 -2.666 0.60
C 1.8978 -0.6741 0.0076 -6.834 2.009 -0.754 -0.08
C -1.6457 -0.1397 -0.1048 2.070 -7.798 0.497 0.63
H 2.7227 -1.2385 -0.0653 2.784 -1.779 -0.160 0.49
H -1.3903 1.7952 0.5302 -2.505 -3.988 -2.463 0.49

No. 9
14
Properties=species:S:1:pos:R:3:forces:R:3:mulliken_charge:R:1 method="wB97M-V/def2-TZVPD" relative_energy_ev=0.000 smiles="O=c1[nH]onc1[N+](=O)[O-].O=NO" gap_ev=8.711
O 1.2082 -1.4979 0.2926 1.452 -0.668 0.139 -0.54
O -2.3280 -1.1863 -1.9676 0.716 1.138 0.503 -0.58
O -0.2333 -2.7420 -0.7377 -0.061 0.631 -0.227 -0.51
O 3.1930 0.6480 1.5875 0.907 -1.050 0.732 -0.36
O 2.3487 2.5382 1.2740 -0.261 -2.702 -0.709 -0.44
O -1.4275 1.3132 0.2819 -1.481 1.078 -1.368 -0.12
N -2.2396 0.8159 -0.7453 -0.822 -0.814 -1.243 -0.02
N 0.1653 -1.6846 -0.3000 1.918 -1.788 1.454 0.86
N 2.2381 1.3659 0.9806 -0.099 2.804 0.223 0.41
N -0.4309 0.5101 0.4022 1.349 -2.030 1.374 -0.05
C -0.6178 -0.5683 -0.2850 -3.028 2.571 -2.148 0.15
C -1.7822 -0.4313 -1.1849 -1.452 -0.167 0.705 0.54
H 3.0566 -0.3176 1.4204 -0.386 1.028 -0.305 0.41
H -3.1506 1.2368 -1.0187 1.249 -0.031 0.872 0.27

No. 10
9
Properties=species:S:1:pos:R:3:forces:R:3:mulliken_charge:R:1 method="wB97M-V/def2-TZVPD" relative_energy_ev=2.707 total_charge=+1 gap_ev="7.477 / 7.606"
P 0.7464 0.8933 1.5140 0.095 -1.783 0.505 0.46
N -1.0091 0.8799 1.3025 -4.321 -0.872 -0.283 0.22
N 0.9708 0.7559 -1.0459 0.662 2.128 -0.714 -0.14
N 1.0313 1.4085 -0.0212 0.390 0.744 -0.135 -0.09
N -2.1098 0.6736 1.2540 2.885 1.165 0.311 0.08
C -0.1173 -1.1386 -0.0647 2.122 2.041 0.951 -0.67
C 0.4723 -0.5417 -1.0436 -0.829 -1.407 -1.298 0.30
H -0.4875 -2.0751 0.1841 -0.936 -1.318 0.658 0.39
H 0.5028 -0.8558 -2.0792 -0.068 -0.699 0.004 0.45

No. 11
8
Properties=species:S:1:pos:R:3:forces:R:3:mulliken_charge:R:1 method="wB97M-V/def2-TZVPD" relative_energy_ev=5.366 total_charge=-1 gap_ev="5.800 / 7.479"
S -1.8795 0.1640 0.4468 -1.044 -0.448 -1.508 0.50
O -2.6639 -1.0750 0.1492 0.940 1.194 0.508 -0.54
O -2.4943 1.3855 -0.1514 0.757 -0.904 0.629 -0.54
N 2.0709 -1.0519 -0.3833 0.184 0.049 0.537 -0.57
C 1.5413 -0.2533 0.4391 -1.078 -0.169 1.654 0.28
C 0.8736 -0.0744 -0.7584 -0.585 0.678 -0.619 -0.49
H 1.3365 0.0582 1.4856 1.134 -0.576 -0.396 0.23
H 1.2155 0.8470 -1.2277 -0.310 0.176 -0.805 0.11

No. 12
8
Properties=species:S:1:pos:R:3:forces:R:3:mulliken_charge:R:1 method="wB97M-V/def2-TZVPD" relative_energy_ev=4.755 total_charge=-1 gap_ev=6.766
S -3.6603 -0.4311 -0.0495 0.841 -0.484 -0.197 0.17
O -1.6102 -0.8226 0.3582 0.173 0.450 0.336 -0.63
O -3.9742 1.0219 -0.2246 0.117 0.251 0.054 -0.49
N 1.1853 -1.1457 0.0799 -0.592 0.327 -0.034 -0.56
C 0.6963 -0.0527 0.4461 -0.058 -0.121 -0.067 -0.26
C -0.5415 -0.3631 -0.2263 -0.546 -0.454 -0.495 0.18
H 1.0268 0.7654 1.0920 0.177 0.049 0.292 0.26
H -0.5358 -0.2620 -1.3167 -0.113 -0.018 0.111 0.32

No. 13
8
Properties=species:S:1:pos:R:3:forces:R:3:mulliken_charge:R:1 method="wB97M-V/def2-TZVPD" relative_energy_ev=1.483 total_charge=-1 gap_ev=6.634
S 0.3018 1.3141 -1.2664 1.233 2.171 -0.220 -0.78
S 2.5151 -0.3999 1.1565 -0.175 0.162 -0.083 -0.32
O -2.3773 -0.9825 0.4359 -0.093 -0.576 0.749 -0.52
N -0.1858 -0.7903 0.9427 0.922 -0.650 1.568 -0.33
C 0.9674 -0.4630 0.8453 1.263 0.177 0.088 0.51
C -1.2273 -0.7915 0.1277 -2.461 1.523 -4.049 0.31
H -1.0421 -0.4398 -0.9806 0.229 -0.986 1.912 0.14
H 1.0482 2.5528 -1.2611 -0.918 -1.822 0.036 -0.01

No. 14
5
Properties=species:S:1:pos:R:3:forces:R:3:mulliken_charge:R:1 method="wB97M-V/def2-TZVPD" relative_energy_ev=1.845 smiles="C=C=O" gap_ev=9.135
O 1.7958 0.5367 0.5808 1.142 -0.292 -0.265 -0.26
C 0.8727 0.0065 0.1814 -6.052 0.458 0.879 0.43
C -0.7245 0.0260 -0.0461 6.479 0.958 3.573 -0.67
H -1.3113 -0.7471 0.3000 -0.774 -1.895 0.750 0.27
H -0.6328 0.1780 -1.0161 -0.795 0.771 -4.937 0.24

No. 15
5
Properties=species:S:1:pos:R:3:forces:R:3:mulliken_charge:R:1 method="wB97M-V/def2-TZVPD" relative_energy_ev=3.703 smiles="C1=CO1" gap_ev=9.369
O -0.4069 -0.1879 -1.0999 -1.363 -0.497 -2.425 -0.39
C 0.3532 0.4256 -0.2693 3.264 0.491 1.924 0.18
C -0.1921 -0.4464 0.5210 -2.386 -0.860 2.416 -0.28
H -1.0978 -0.7556 1.1821 2.107 0.881 -1.549 0.24
H 1.3436 0.9642 -0.3339 -1.623 -0.015 -0.367 0.25

No. 16
6
Properties=species:S:1:pos:R:3:forces:R:3:mulliken_charge:R:1 method="wB97M-V/def2-TZVPD" relative_energy_ev=2.571 gap_ev=9.563
O 1.5142 -0.7420 -0.6457 -0.333 0.265 0.563 -0.43
O -0.5127 -0.5434 0.4615 0.034 0.385 -0.620 -0.16
C 0.8645 -0.1281 0.1319 0.884 -0.482 -0.065 0.37
C -0.9605 0.4239 -0.2736 -0.525 0.032 0.057 -0.31
H 1.1336 0.7109 0.7748 0.040 -0.084 -0.114 0.34
H -2.0392 0.2786 -0.4488 -0.100 -0.115 0.178 0.19

No. 17
6
Properties=species:S:1:pos:R:3:forces:R:3:mulliken_charge:R:1 method="wB97M-V/def2-TZVPD" relative_energy_ev=3.956 gap_ev=7.266
O 0.2070 -0.0509 -0.0058 8.229 0.782 0.149 -0.19
O 2.5823 0.0697 -0.0310 0.333 -0.071 -0.064 -0.33
C -1.2321 -0.2358 -0.1440 -1.150 1.125 -3.271 -0.60
C 1.4291 0.0590 0.0198 -6.213 -0.382 -0.084 0.74
H -1.5527 0.7460 -0.6490 0.078 -1.565 1.577 0.16
H -1.4337 -0.5881 0.8099 -1.278 0.112 1.693 0.21

No. 18
8
Properties=species:S:1:pos:R:3:forces:R:3:mulliken_charge:R:1 method="wB97M-V/def2-TZVPD" relative_energy_ev=0.302 total_charge=-1 gap_ev="5.266 / 5.600"
Sn 0.6733 0.2656 -0.9376 1.264 0.790 -4.957 0.20
P 2.4990 1.1952 0.4195 1.529 1.948 0.805 -0.26
O -0.1818 1.4534 0.5767 -5.337 -1.381 1.699 -0.33
O 2.4583 -0.2266 -0.3600 2.286 -3.111 0.623 -0.46
C -1.2856 -0.7448 0.0859 -1.008 -0.570 0.876 -0.82
C -1.1809 0.6213 0.2438 1.653 2.055 0.136 0.10
H -1.4093 -1.1551 -0.9360 -1.045 0.354 0.758 0.26
H -1.5729 -1.4091 0.9077 0.658 -0.085 0.061 0.31

No. 19
7
Properties=species:S:1:pos:R:3:forces:R:3:mulliken_charge:R:1 method="wB97M-V/def2-TZVPD" relative_energy_ev=0.774 s_squared=2.02 spin_multiplicity=3 gap_ev="7.318 / 7.035"
Pt -0.3553 -1.8123 -0.3994 -2.833 -12.930 -2.097 0.54
O -1.0043 -0.3307 -1.1120 -1.356 8.268 -1.371 -0.46
O 0.8588 -1.1411 0.7140 4.110 4.852 4.158 -0.43
C -0.3974 0.5695 -0.2962 -3.384 -0.040 -1.121 -0.02
C 0.4742 0.1534 0.6757 3.437 1.185 -0.738 -0.22
H 1.2557 0.9841 0.6596 -0.509 -1.106 1.733 0.24
H -0.8318 1.5771 -0.2418 0.536 -0.230 -0.564 0.35

No. 20
7
Properties=species:S:1:pos:R:3:forces:R:3:mulliken_charge:R:1 method="wB97M-V/def2-TZVPD" relative_energy_ev=0.473 gap_ev=11.037
S -0.6387 1.3636 0.4966 -1.101 -1.036 1.955 -0.13
O -1.5314 -1.1945 0.6156 -0.191 0.552 0.316 -0.39
O 2.3989 -1.0849 0.3185 -0.114 -1.016 -0.152 -0.11
C -1.2438 -0.2452 -0.0469 0.467 -0.692 -0.677 0.10
C 2.4879 0.0149 0.4911 0.193 0.992 0.155 0.13
H -0.2660 1.4782 -0.7030 0.918 0.952 -2.260 0.13
H -1.2068 -0.3321 -1.1719 -0.173 0.249 0.664 0.27